# 1
{
  "formula": "CH2O2S3",
  "method": "ωB97M-V/def2-TZVPD",
  "homo_energy_ev": -9.6241,
  "energy_ha": -1384.2566,
  "smiles": "O=[S@](O)(=S)C=S",
  "lumo_energy_ev": -1.9,
  "spin_multiplicity": 1,
  "homo_lumo_gap_ev": 7.744,
  "species": ["O", "S", "O", "S", "C", "S", "H", "H"],
  "coordinates": [[0.8155, 1.2875, -0.9767], [0.7842, 0.1996, -0.0689], [0.3184, 0.7322, 1.3616], [2.5202, -0.6748, 0.1861], [-0.8355, -0.5896, -0.5780], [-2.1883, -0.3891, 0.1705], [-0.6571, 0.7780, 1.2807], [-0.7575, -1.3438, -1.3754]],
  "forces_ev_per_angstrom": [[-0.21, 1.11, -1.33], [1.27, -0.20, 1.28], [0.19, -0.55, -0.43], [-1.98, -0.01, -0.18], [1.76, -1.85, -0.47], [-1.18, 0.60, 0.72], [-0.27, 0.24, 0.45], [0.42, 0.67, -0.03]]
}

---

# 2
{
  "formula": "C3H7NS2",
  "method": "ωB97M-V/def2-TZVPD",
  "homo_energy_ev": -8.2146,
  "energy_ha": -969.5734,
  "smiles": "N/C=C/C=S.S",
  "lumo_energy_ev": 0.2,
  "spin_multiplicity": 1,
  "homo_lumo_gap_ev": 8.433,
  "species": ["N", "C", "C", "C", "S", "H", "H", "H", "H", "H", "S", "H", "H"],
  "coordinates": [[-0.3840, 0.8436, 0.5420], [0.8905, 0.7714, -0.0738], [1.8043, -0.1951, 0.1574], [3.1528, 0.1500, -0.4131], [4.5570, -0.4972, -0.0087], [-1.0873, 1.4384, 0.2731], [-0.5740, 0.2410, 1.3968], [0.9622, 1.5997, -0.8127], [1.6474, -1.1886, 0.7229], [3.0873, 1.0425, -1.1117], [-6.0796, -0.2607, -0.2080], [-5.1146, -0.8811, 0.3868], [-6.9567, -0.3894, 0.7961]],
  "forces_ev_per_angstrom": [[3.02, -3.28, 2.02], [-3.16, 0.29, 0.64], [1.64, -0.33, -0.66], [-2.25, 0.64, 0.13], [0.66, -0.40, 0.00], [-1.44, 1.57, -0.81], [0.39, 1.23, -1.93], [0.68, -0.76, 0.63], [0.23, 2.08, -0.72], [0.21, -1.04, 0.69], [-1.07, 0.79, -0.85], [0.91, -0.71, 0.79], [0.17, -0.08, 0.06]]
}

---

# 3
{
  "formula": "C33H92O23P4",
  "method": "ωB97M-V/def2-TZVPD",
  "homo_energy_ev": -9.3218,
  "energy_ha": -4408.7021,
  "smiles": "COP(=O)(OC)OC.COP(=O)(OC)OC.COP(=O)(OC)OC.COP(=O)(OC)OC.CC(C)O.CC(C)O.CC(C)O.CC(C)O.CC(C)O.CC(C)O.CC(C)O",
  "lumo_energy_ev": 0.2,
  "spin_multiplicity": 1,
  "homo_lumo_gap_ev": 9.554,
  "species": ["C", "O", "P", "O", "O", "C", "O", "C", "H", "H", "H", "H", "H", "H", "H", "H", "H", "C", "O", "P", "O", "O", "C", "O", "C", "H", "H", "H", "H", "H", "H", "H", "H", "H", "C", "O", "P", "O", "O", "C", "O", "C", "H", "H", "H", "H", "H", "H", "H", "H", "H", "C", "O", "P", "O", "O", "C", "O", "C", "H", "H", "H", "H", "H", "H", "H", "H", "H", "C", "C", "C", "O", "H", "H", "H", "H", "H", "H", "H", "H", "C", "C", "C", "O", "H", "H", "H", "H", "H", "H", "H", "H", "C", "C", "C", "O", "H", "H", "H", "H", "H", "H", "H", "H", "C", "C", "C", "O", "H", "H", "H", "H", "H", "H", "H", "H", "C", "C", "C", "O", "H", "H", "H", "H", "H", "H", "H", "H", "C", "C", "C", "O", "H", "H", "H", "H", "H", "H", "H", "H", "C", "C", "C", "O", "H", "H", "H", "H", "H", "H", "H", "H"],
  "coordinates": [[-3.0882, -2.8393, -4.1257], [-2.5680, -3.4468, -2.9095], [-3.5278, -4.3466, -1.9543], [-4.9284, -4.6099, -2.3950], [-2.5919, -5.6627, -1.8190], [-2.9888, -6.7448, -0.9884], [-3.3825, -3.6670, -0.5061], [-2.1925, -3.5788, 0.1804], [-2.9794, -1.7589, -4.0315], [-4.1572, -2.9900, -4.2764], [-2.6727, -3.3665, -4.9844], [-3.9380, -6.4838, -0.5204], [-2.3183, -6.7274, -0.1292], [-3.0988, -7.7329, -1.4352], [-1.3046, -3.5590, -0.4516], [-2.0664, -4.4763, 0.7860], [-2.0614, -2.7761, 0.9060], [3.3024, -0.6372, -1.5013], [4.2696, -0.3663, -2.5235], [3.8321, -0.3240, -4.1070], [2.3491, -0.3275, -4.4292], [4.6834, -1.5859, -4.7250], [4.6865, -2.8189, -3.9880], [4.6442, 0.9674, -4.6664], [6.0664, 1.1592, -4.4956], [3.0938, 0.2083, -0.8458], [3.8680, -1.2034, -0.7612], [2.4509, -1.2499, -1.7972], [4.0247, -3.5438, -4.4619], [4.3671, -2.9335, -2.9521], [5.6984, -3.2185, -4.0541], [6.4394, 1.3390, -5.5039], [6.6906, 0.3142, -4.2049], [6.2113, 2.0343, -3.8622], [3.6134, 0.2867, 5.8961], [3.9384, 0.3246, 4.5213], [5.0873, -0.6048, 3.9301], [6.2898, -0.7223, 4.8174], [5.4579, 0.0431, 2.5249], [6.2473, -0.5220, 1.5242], [4.2934, -1.9433, 3.5506], [3.3256, -1.8344, 2.5438], [4.3138, -0.3680, 6.4145], [2.6269, -0.1470, 6.0599], [3.5755, 1.2894, 6.3219], [7.1970, -0.0219, 1.3341], [5.7016, -0.5968, 0.5836], [6.4628, -1.5265, 1.8884], [2.4593, -2.3973, 2.8913], [3.6726, -2.3326, 1.6386], [3.0250, -0.8211, 2.2774], [0.9765, -6.1739, 0.4815], [1.3891, -5.6398, -0.7150], [1.8444, -4.0533, -0.8272], [0.9943, -3.0288, -0.1428], [3.4227, -4.1152, -0.2937], [4.3229, -5.1258, -0.7594], [2.0336, -3.7784, -2.4096], [0.9165, -3.4230, -3.2597], [1.6748, -6.9492, 0.7966], [-0.0182, -6.6048, 0.3677], [0.8986, -5.4553, 1.2974], [4.0859, -5.4541, -1.7714], [4.1113, -6.0487, -0.2193], [5.3494, -4.8015, -0.5887], [0.9745, -2.3826, -3.5793], [-0.0458, -3.5970, -2.7782], [0.8921, -4.0486, -4.1520], [-0.5936, -0.2173, -5.1873], [-1.2252, 0.5543, -6.3220], [-0.1804, 1.1671, -7.2302], [-2.0276, -0.4226, -6.9515], [0.0222, 0.4632, -4.5993], [-0.0507, -1.1291, -5.4362], [-1.2067, -0.4667, -4.3213], [-1.8414, 1.3107, -5.8359], [0.3909, 0.3299, -7.6312], [0.5324, 1.8220, -6.7290], [-0.5733, 1.6808, -8.1076], [-1.5401, -0.8181, -7.6778], [-2.6297, 2.9871, -2.0111], [-3.9946, 2.5482, -2.6318], [-4.3092, 1.1003, -2.3242], [-5.0612, 3.3151, -2.1147], [-2.5173, 4.0606, -1.8595], [-1.7704, 2.5073, -2.4797], [-2.5383, 2.7403, -0.9533], [-3.8941, 2.6948, -3.7072], [-3.4829, 0.4476, -2.6059], [-5.2333, 0.9029, -2.8675], [-4.3469, 0.9742, -1.2422], [-5.2987, 3.0266, -1.2304], [-2.9430, 6.6167, 2.1559], [-2.9778, 5.1532, 1.6576], [-1.9414, 4.3452, 2.4966], [-4.2841, 4.6866, 1.8249], [-1.9689, 7.0452, 1.9204], [-3.0812, 6.6519, 3.2366], [-3.6407, 7.2536, 1.6121], [-2.7895, 5.1102, 0.5848], [-2.1839, 4.1979, 3.5490], [-0.8857, 4.6166, 2.4938], [-1.8869, 3.3499, 2.0556], [-4.3672, 4.5841, 2.7758], [2.3574, 3.6040, 3.8419], [3.3746, 3.0404, 2.7823], [2.7332, 2.5445, 1.4927], [4.2401, 4.1441, 2.3223], [1.7988, 2.8010, 4.3229], [1.6764, 4.2653, 3.3062], [2.8242, 4.1492, 4.6623], [3.8854, 2.1790, 3.2127], [3.4188, 2.5258, 0.6455], [1.8366, 3.0604, 1.1490], [2.3357, 1.5426, 1.6549], [5.1464, 3.8398, 2.2351], [-4.6508, 1.0330, 1.9425], [-5.8842, 1.5622, 1.2381], [-7.0337, 1.8947, 2.2546], [-5.6309, 2.6757, 0.4220], [-4.9449, 0.1042, 2.4314], [-4.1994, 1.7172, 2.6610], [-3.9071, 0.8245, 1.1734], [-6.2349, 0.8210, 0.5200], [-6.7649, 2.7002, 2.9380], [-7.3357, 0.9985, 2.7965], [-7.9314, 2.3369, 1.8225], [-5.2630, 3.3554, 0.9915], [-1.0398, 1.6285, 4.6467], [-0.6665, 2.6125, 5.7905], [-1.7758, 2.8072, 6.8539], [0.4035, 1.9102, 6.3976], [-1.5313, 0.7385, 5.0397], [-0.1949, 1.3386, 4.0220], [-1.7991, 2.0898, 4.0152], [-0.3805, 3.5823, 5.3833], [-1.9914, 1.8597, 7.3477], [-2.6068, 3.3764, 6.4372], [-1.3663, 3.4421, 7.6396], [-0.0229, 1.1347, 6.7696], [-0.4793, -0.2497, -1.2542], [0.0690, 0.3568, 0.0152], [-0.9844, 0.4405, 1.0902], [1.0981, -0.5306, 0.5813], [0.2232, -0.0342, -2.0593], [-1.4589, 0.0959, -1.5846], [-0.5373, -1.3359, -1.1852], [0.4751, 1.3455, -0.1983], [-0.5486, 0.7793, 2.0301], [-1.4767, -0.5130, 1.2813], [-1.7377, 1.1812, 0.8220], [0.8807, -1.4394, 0.3613]],
  "forces_ev_per_angstrom": [[-0.88, -0.31, 0.11], [-1.28, -0.76, 0.59], [-0.02, -0.39, -0.64], [2.04, 0.72, 0.80], [-0.05, 0.45, -1.01], [-0.78, 0.92, 1.60], [-1.93, 0.34, -1.23], [2.37, -1.06, 0.90], [0.63, -0.27, -0.44], [-0.19, -0.26, 0.64], [0.68, 0.64, 0.08], [-0.38, -0.26, -0.17], [0.37, -0.57, -0.18], [0.42, 0.39, -0.50], [-0.17, 0.23, -0.28], [-0.03, -0.29, 0.13], [-0.86, 0.49, -0.42], [1.00, -0.57, 1.54], [-0.99, 0.29, -1.95], [-0.53, 0.16, 0.04], [3.36, 0.05, 0.93], [-0.95, 1.19, 1.50], [0.25, -1.51, -0.70], [-0.76, -1.84, 0.66], [0.13, 0.25, -1.00], [-0.67, 0.57, -0.96], [0.00, -0.74, -0.11], [-0.02, 0.58, -0.24], [-0.01, 0.13, -0.53], [0.04, 1.40, 0.21], [0.02, 0.10, -0.01], [-0.05, 0.52, 0.01], [-0.73, -0.31, 0.68], [0.08, -0.24, 0.01], [-0.20, -0.56, 1.01], [0.32, 0.32, -1.39], [2.06, -0.15, 1.19], [-2.10, -0.51, -1.19], [-1.47, 1.85, 0.83], [0.42, -1.70, -0.05], [1.67, 0.51, 0.96], [-1.24, -0.62, -0.98], [0.19, 0.36, 0.21], [-0.14, 0.00, -0.43], [0.33, -0.02, -0.21], [-0.19, 0.39, 0.40], [-0.18, 0.15, 0.09], [0.42, -0.30, -0.57], [-0.17, 0.19, -0.08], [0.14, 0.03, -0.07], [0.03, 0.02, 0.25], [-0.75, -0.82, 1.96], [0.90, 3.15, -2.17], [1.31, -0.39, -0.26], [1.26, -2.36, -0.65], [-2.38, 0.85, -0.72], [-0.85, -1.08, 0.07], [-0.16, -0.70, 1.48], [-0.85, -0.07, -0.21], [-0.02, -0.09, -0.03], [0.04, -0.13, -0.12], [0.11, 0.26, -0.05], [0.42, 0.67, -0.40], [0.32, 0.05, 0.53], [-0.26, 0.07, -0.23], [0.31, 0.03, 0.26], [0.07, 0.11, 0.28], [0.51, -0.14, 0.12], [0.93, 1.00, 2.03], [0.50, -0.97, 1.25], [0.17, -0.42, -0.52], [-1.20, 0.30, -1.04], [1.01, 0.01, -0.48], [0.19, 0.31, -0.40], [-1.18, -0.36, -0.60], [-0.45, 0.10, -0.48], [0.35, -0.09, -0.04], [-0.21, -0.04, 0.19], [-0.35, 0.15, 0.18], [0.10, 0.05, -0.07], [-0.43, -0.12, 0.80], [1.07, 0.34, 1.48], [0.78, 0.11, -0.29], [0.18, 0.90, -1.46], [-0.01, 0.28, -1.16], [0.04, 0.30, -0.32], [-0.42, -0.86, 0.31], [-0.45, 0.20, -0.08], [-0.12, -0.21, -0.54], [0.01, -0.62, 0.40], [-0.61, 0.04, 0.04], [0.06, -0.36, 0.47], [0.62, -0.15, -1.00], [1.54, 1.76, 1.11], [-0.15, -1.15, -1.12], [-0.57, -0.90, 0.43], [0.22, -0.04, 0.22], [-0.20, 0.10, -0.02], [-0.36, -0.18, 0.27], [0.27, -0.10, 0.09], [-0.52, 0.34, 0.04], [-0.16, 0.87, -0.31], [-0.23, -0.35, 0.10], [-0.51, -0.07, 0.25], [0.66, -0.45, -1.00], [-0.40, 1.29, -0.56], [-1.11, -0.91, 0.22], [-0.36, -0.45, 1.11], [-0.08, -0.18, -0.25], [-0.13, 0.11, 0.17], [0.32, 0.07, -0.26], [0.58, 0.53, 0.05], [0.22, -0.06, 0.25], [0.09, 0.73, 0.21], [0.20, -0.42, -0.08], [-0.01, -0.19, 0.09], [-0.13, -0.22, -0.55], [-1.52, 0.27, 0.68], [0.24, 0.01, -0.53], [0.10, 0.14, 0.08], [0.30, -0.05, 0.17], [-0.20, 0.13, 0.09], [0.12, -0.17, 0.13], [-0.11, -0.32, 0.24], [0.62, -0.25, 0.38], [0.10, 0.09, 0.20], [0.03, -0.41, -0.70], [0.39, 0.70, 0.01], [-1.30, 1.26, -0.09], [-1.02, -2.02, -0.37], [1.13, 0.74, -0.52], [1.06, 0.84, 0.79], [0.21, -0.17, 0.25], [0.09, 0.20, 0.29], [-0.02, -0.09, -0.30], [0.55, -0.13, 0.17], [-0.60, -0.04, -0.35], [-0.41, -0.55, 0.08], [0.14, 0.08, 0.04], [0.23, -0.22, 0.15], [0.46, -0.18, -0.88], [-0.20, -1.70, 1.10], [-0.31, 0.88, 0.31], [0.03, 1.96, -0.46], [0.01, -0.08, -0.26], [-0.02, 0.30, 0.32], [-0.10, -0.06, 0.18], [0.39, -0.10, 0.22], [0.10, -0.08, -0.06], [0.04, -0.10, -0.18], [-0.23, -0.01, -0.08], [-0.08, -0.25, -0.17]]
}

---

# 4
{
  "formula": "C14H15P",
  "method": "ωB97M-V/def2-TZVPD",
  "homo_energy_ev": -7.6300,
  "energy_ha": -883.5553,
  "lumo_energy_ev": 0.1,
  "spin_multiplicity": 1,
  "homo_lumo_gap_ev": 7.767,
  "species": ["C", "C", "C", "C", "C", "C", "C", "C", "C", "C", "C", "C", "C", "C", "P", "H", "H", "H", "H", "H", "H", "H", "H", "H", "H", "H", "H", "H", "H", "H"],
  "coordinates": [[4.5310, 0.7595, -0.1665], [3.7564, 1.2205, 0.9273], [3.8547, 0.1200, -1.1861], [2.4225, 0.9173, 0.9900], [2.4948, -0.1732, -1.1051], [1.7732, 0.1148, 0.0230], [-0.6753, -1.4575, -0.8898], [-1.8359, -1.8207, -0.2176], [-2.0046, -1.0274, 1.0265], [-1.0005, -0.1086, 1.4570], [-1.0455, 4.6260, -0.7955], [-0.8657, 3.5820, -0.1654], [-3.0035, -2.6315, -0.7213], [-3.2007, -1.4491, 1.7895], [0.0337, -0.0952, 0.0105], [5.6066, 1.0838, -0.2219], [4.2499, 1.8266, 1.7493], [4.2634, -0.0964, -2.1537], [1.7830, 1.0226, 1.9443], [2.0431, -0.6949, -1.8794], [-0.3143, -1.7654, -1.9262], [-1.4243, 5.4796, -1.1426], [-0.3488, 0.9226, -0.7437], [-0.5271, 2.6732, 0.1632], [-2.7964, -2.7790, -1.7281], [-3.8833, -2.1219, -0.7474], [-3.1849, -3.5530, -0.1570], [-3.4215, -0.8474, 2.6039], [-3.2399, -2.4588, 2.0835], [-4.0400, -1.2686, 1.1792]],
  "forces_ev_per_angstrom": [[0.14, 1.42, 0.48], [1.53, 0.45, 0.51], [-0.32, 0.07, -0.49], [-2.41, -1.38, 2.39], [1.06, 0.07, 1.06], [1.49, 1.27, 0.36], [-0.43, -1.54, -1.62], [1.47, 1.96, -0.91], [2.81, 0.81, 1.24], [-1.71, -1.11, -0.58], [1.07, -5.59, 3.31], [-0.48, 4.36, -2.84], [2.83, -1.16, 0.80], [0.12, 1.05, -0.49], [-1.81, -2.32, 1.54], [-1.25, -0.68, -0.11], [-0.74, -0.92, -1.11], [0.80, -0.19, -0.06], [1.30, 0.59, -1.48], [-0.71, -0.82, -1.54], [-0.86, 0.19, 1.56], [-0.99, 2.90, -1.35], [-0.62, 1.63, -1.21], [0.34, -1.48, 1.01], [0.35, -1.18, -1.92], [-2.42, 1.85, 0.47], [0.28, 0.08, -0.24], [0.17, 1.14, 1.90], [0.27, -1.41, 0.30], [-1.31, -0.07, -0.98]]
}